1.
18
Properties=species:S:1:pos:R:3:forces:R:3 method="wB97M-V/def2-TZVPD" homo_lumo_gap_ev=7.954 e_homo_ev=-3.93 e_tot_ha=-347.6038 relative_energy_kj_mol=120.4 charge=-1
C -0.36989 -0.54591 -1.14965 1.549 -0.656 1.139
C -1.11706 -1.22607 -2.27256 3.043 1.480 -1.756
C -0.77739 0.96736 -0.87397 4.531 -1.922 0.332
H 0.75575 -0.65884 -1.29247 -1.112 0.716 -0.378
H -0.41294 -1.29724 -0.30482 -0.637 1.740 -0.124
H -0.88302 -0.55283 -3.19579 -1.085 -1.496 0.986
H -0.67256 -2.23049 -2.39926 -0.464 0.363 -0.283
H -0.38866 1.65448 -1.65079 -0.026 -0.435 0.252
H -0.38287 1.23745 0.12395 -0.098 0.146 -0.656
H -2.11601 -1.27711 -1.97607 -1.855 -0.116 -0.180
H -1.76681 1.09261 -0.80065 -3.975 0.253 0.115
C 1.86135 0.46185 2.32364 -1.915 0.074 -0.570
C 0.30711 0.21255 2.13867 -0.236 1.707 1.559
O -0.34709 1.28895 2.38216 0.295 -1.211 -0.312
O -0.14112 -0.88943 1.79488 0.373 -0.270 0.124
H 2.36769 -0.21698 1.65938 0.751 0.193 -0.277
H 2.22898 0.45157 3.32154 0.048 -0.933 1.122
H 1.85454 1.52809 2.17182 0.811 0.368 -1.094

---

2.
18
Properties=species:S:1:pos:R:3:forces:R:3 method="wB97M-V/def2-TZVPD" homo_lumo_gap_ev=10.368 e_homo_ev=-9.13 e_tot_ha=-235.7440 relative_energy_kj_mol=195.0 charge=0
C 2.92291 0.66738 -0.09742 -0.850 -0.525 -2.575
C 1.93864 -0.43732 0.29962 -1.367 0.275 -0.801
C 0.53195 -0.24216 -0.28613 0.988 -0.396 -1.866
C -0.61606 -0.52161 0.28919 -1.223 0.058 0.927
C -1.96173 -0.51729 -0.36179 -0.791 2.670 0.009
C -2.84235 0.76919 0.18543 4.274 -0.177 0.866
H 2.26923 1.54779 -0.08751 1.222 0.563 0.430
H 3.79237 0.56393 0.49663 0.725 0.860 1.013
H 3.37072 0.59007 -1.19781 -1.395 -0.174 2.049
H 2.33565 -1.37003 -0.03728 0.048 -0.907 -0.412
H 1.75196 -0.60181 1.35757 0.539 0.524 0.423
H 0.43208 0.01515 -1.37332 0.520 -0.357 0.758
H -0.69211 -0.57282 1.35823 0.378 -0.624 0.700
H -1.76975 -0.39518 -1.42944 -0.365 0.154 -0.147
H -2.61665 -1.36637 -0.27241 0.299 -0.768 0.477
H -3.84718 0.69833 -0.17460 -0.523 0.442 0.131
H -2.21170 1.65705 -0.13464 -1.377 -0.695 -0.371
H -2.65487 0.92474 1.32123 -1.102 -0.924 -1.612

---

3.
92
Properties=species:S:1:pos:R:3:forces:R:3 method="wB97M-V/def2-TZVPD" homo_lumo_gap_ev="5.008 / 5.016" e_homo_ev="-10.31 / -10.34" e_tot_ha=-4405.9540 relative_energy_kj_mol=101.9 charge=+1
Rh 0.00254 0.05249 -0.00454 -1.901 -1.673 -0.950
C -5.14783 -3.53748 -3.98525 -0.027 0.004 0.047
C -5.43585 -3.64289 -2.48563 0.030 -0.097 0.078
C -6.83408 -3.06499 -2.21173 0.016 -0.022 -0.067
C -5.39530 -5.12664 -2.07683 -0.093 0.036 -0.087
C -4.40617 -2.89071 -1.65516 0.501 0.284 0.055
C -3.25124 -2.32851 -2.21653 -0.906 -0.563 -0.149
C -2.37185 -1.65573 -1.40986 -0.228 0.504 1.237
Se -0.82203 -0.83077 -2.19749 0.456 0.479 1.691
C 0.36863 -2.32647 -2.10623 0.405 0.111 0.117
C 0.40534 -3.16347 -3.21787 -0.177 0.260 0.017
C 1.20297 -4.28483 -3.19217 0.119 -0.215 -0.019
C 1.91379 -4.50915 -2.00853 -0.024 -0.065 -0.025
C 1.91161 -3.69106 -0.88551 0.136 0.039 0.325
C 1.13295 -2.50968 -0.94594 -0.276 -0.252 -0.934
O 1.14275 -1.61150 0.03726 -0.315 1.593 0.378
C 2.76500 -4.14677 0.32098 0.057 -0.026 -0.083
C 2.70765 -3.24351 1.55952 -0.046 -0.013 -0.038
C 4.23758 -4.22956 -0.11891 -0.011 0.009 0.019
C 2.28446 -5.54135 0.75740 -0.024 -0.008 0.021
C 1.32902 -5.25846 -4.36885 0.027 -0.034 0.085
C 2.80088 -5.33851 -4.80380 -0.013 0.001 -0.003
C 0.84613 -6.65094 -3.93110 0.005 0.017 -0.008
C 0.49532 -4.81332 -5.57104 -0.037 0.045 0.035
C -2.58694 -1.46482 -0.02760 -1.202 -1.182 -1.247
O -1.79585 -0.69064 0.64832 2.394 1.220 0.797
C -3.71405 -2.11987 0.58333 0.901 0.393 -0.191
C -4.58117 -2.77790 -0.26002 -0.001 -0.159 -0.668
C -3.89651 -2.12227 2.10226 0.115 0.146 -0.014
C -5.08462 -2.98826 2.52574 -0.034 0.006 -0.001
C -4.14411 -0.69227 2.61487 -0.027 -0.104 0.016
C -2.63100 -2.71253 2.75755 -0.121 0.021 -0.012
H -5.94581 -4.03153 -4.54034 0.017 -0.011 -0.012
H -5.10945 -2.49558 -4.31533 -0.005 -0.051 0.007
H -4.20877 -4.02906 -4.25417 -0.032 0.037 0.014
H -7.56665 -3.55523 -2.85597 -0.010 0.002 0.035
H -7.14769 -3.21848 -1.17675 0.038 0.023 -0.073
H -6.85841 -1.99261 -2.42199 -0.010 -0.055 0.008
H -6.09912 -5.69933 -2.68577 0.011 -0.008 0.046
H -4.39520 -5.54065 -2.22730 -0.042 0.011 0.010
H -5.66727 -5.26128 -1.02688 0.029 0.014 -0.071
H -3.04303 -2.41242 -3.27496 -0.086 -0.047 -0.053
H -0.19852 -2.92243 -4.08628 0.034 0.018 0.034
H 2.52614 -5.40265 -1.96208 -0.007 0.064 0.009
H 3.10093 -2.24803 1.35786 0.002 0.002 0.008
H 1.69254 -3.14288 1.94432 0.017 0.003 -0.004
H 3.32312 -3.69960 2.34108 -0.060 0.044 -0.072
H 4.58947 -3.25401 -0.46637 0.006 -0.058 0.015
H 4.86130 -4.53560 0.72666 -0.058 0.016 -0.084
H 4.38595 -4.95223 -0.92426 0.005 0.054 0.041
H 1.23427 -5.50807 1.06056 0.065 -0.018 -0.014
H 2.38558 -6.28254 -0.03804 -0.013 0.034 0.061
H 2.87591 -5.88429 1.61146 -0.045 0.022 -0.079
H 3.43713 -5.72932 -4.00617 -0.029 0.033 -0.048
H 2.90364 -6.00115 -5.66846 -0.010 0.050 0.087
H 3.17330 -4.34925 -5.08255 0.006 -0.054 -0.007
H 1.47145 -7.06139 -3.13426 -0.053 0.024 -0.039
H -0.18308 -6.60330 -3.56605 0.045 -0.030 -0.025
H 0.88066 -7.34614 -4.77577 0.014 0.067 0.086
H 0.80470 -3.82763 -5.93238 -0.035 -0.060 0.007
H 0.63054 -5.52397 -6.38963 -0.018 0.053 0.056
H -0.57257 -4.78277 -5.33177 0.074 0.009 -0.034
H -5.44956 -3.25221 0.17745 0.044 0.010 -0.072
H -6.03445 -2.58730 2.16006 0.061 -0.052 0.010
H -4.97850 -4.02135 2.18304 -0.020 0.062 0.027
H -5.13497 -3.00524 3.61565 -0.012 0.003 -0.024
H -5.04571 -0.27155 2.16150 0.053 -0.019 0.017
H -4.29008 -0.71468 3.69730 0.000 0.018 -0.018
H -3.30418 -0.03609 2.39710 0.003 0.004 -0.020
H -2.43904 -3.72117 2.38212 -0.015 0.040 0.020
H -1.75401 -2.09779 2.56808 0.014 0.001 -0.027
H -2.77647 -2.77545 3.83812 0.006 0.000 -0.017
C 3.23946 1.50590 -0.63904 -0.068 0.028 0.254
P 1.44615 1.73082 -0.82490 0.762 -0.801 -0.952
C 1.21671 3.47993 -0.38793 -0.343 -0.212 0.356
C 1.21932 1.70554 -2.63531 -0.048 -0.111 0.077
C 1.90534 0.75868 -3.39996 0.026 0.019 0.049
C 1.66454 0.64968 -4.76188 -0.016 -0.028 0.025
C 0.72160 1.46908 -5.36975 0.005 -0.002 -0.024
C 0.02432 2.39952 -4.61286 -0.006 0.072 0.023
C 0.27195 2.51919 -3.25072 -0.052 0.087 0.000
H 3.53863 0.51131 -0.96278 -0.028 -0.016 0.014
H 3.50840 1.61344 0.41366 0.009 -0.012 -0.044
H 3.76283 2.26182 -1.22639 -0.001 -0.038 0.014
H 1.73280 4.07426 -1.14012 0.019 0.035 0.004
H 1.65026 3.66891 0.59491 -0.019 -0.002 -0.031
H 0.16301 3.75742 -0.35611 0.045 0.031 -0.030
H 2.62830 0.09727 -2.93623 -0.018 0.009 -0.040
H 2.21401 -0.07823 -5.34677 -0.027 0.033 0.029
H 0.53548 1.38747 -6.43431 0.006 -0.005 0.075
H -0.70827 3.04408 -5.08401 0.035 -0.042 0.034
H -0.28152 3.25470 -2.67487 0.034 -0.051 -0.061

---

4.
57
Properties=species:S:1:pos:R:3:forces:R:3 method="wB97M-V/def2-TZVPD" homo_lumo_gap_ev=7.499 e_homo_ev=-8.47 e_tot_ha=-4158.1734 charge=0
C 4.08802 -2.73967 2.01294 -0.573 0.282 0.111
C 3.71102 -2.35082 0.51126 0.449 -0.698 0.583
C 2.82163 -3.47344 -0.21045 1.644 0.715 -0.735
N 1.37447 -3.35124 0.10980 -0.148 0.433 -0.508
C 0.71965 -2.30696 -0.67231 -0.685 0.549 -3.076
C 0.23884 -0.98767 -0.00482 -0.724 1.286 -2.155
C 0.48852 -0.88542 1.54173 0.608 -1.390 -0.025
C -0.46970 -1.97872 2.22948 -1.893 0.937 -1.113
O -1.63499 -2.12580 1.95936 2.643 0.094 0.548
Br 0.33494 -3.18584 3.58137 -0.022 0.511 -0.261
C -0.41433 0.12244 -0.77055 1.335 -2.703 0.243
C -0.87628 1.49366 -0.15064 -0.403 -0.267 -0.319
C -2.05873 1.40017 0.88993 -1.836 0.119 0.603
C -3.39568 2.22740 0.56342 0.876 0.336 0.807
N -2.03218 0.74721 2.00307 0.639 1.090 -1.570
C -0.59270 -0.11778 -2.26807 0.239 -1.033 -1.811
N -1.13826 0.69951 -3.26112 1.088 -2.341 0.792
S -1.05621 -0.10889 -4.74673 0.943 -0.673 2.686
N -0.28932 -1.56661 -4.30741 -0.959 2.885 3.103
C -0.11747 -1.41874 -2.93397 0.670 -1.177 0.102
C 0.56178 -2.54133 -2.12925 -0.621 2.543 2.134
O 0.99832 -3.69849 -2.78470 -1.066 1.116 1.034
C -0.11087 -4.61019 -3.02462 -1.205 -0.627 0.304
C 0.24591 -6.07913 -2.53712 0.000 0.114 0.011
H 4.33598 -1.80006 2.60690 -0.053 -1.237 -0.734
H 3.19046 -3.19975 2.53085 0.996 0.452 -0.614
H 4.95136 -3.48066 2.07115 -1.099 1.027 -0.159
H 3.19392 -1.33815 0.50079 0.546 -1.313 -0.194
H 4.70108 -2.24196 -0.04081 -1.377 -0.058 0.416
H 3.22482 -4.51302 0.03153 -0.747 1.346 0.048
H 3.03348 -3.33762 -1.32724 -0.568 -0.261 1.278
H 0.90545 -4.24846 -0.07472 0.306 0.634 0.091
H 0.34615 0.14086 1.97994 -0.368 -1.227 -0.518
H 1.54543 -1.22049 1.79998 -1.332 0.401 -0.512
H -0.00668 2.04785 0.31724 -0.905 -0.719 -0.453
H -1.26459 2.12513 -1.01689 0.643 -0.802 1.115
H -3.56930 2.36439 -0.54106 0.085 -0.075 1.223
H -4.29156 1.75865 1.08941 1.202 0.329 -0.934
H -3.24158 3.24265 1.08763 -0.252 -1.378 -1.212
H -2.92708 0.89152 2.48669 0.341 -0.211 -0.172
H -0.43885 -4.56809 -4.11368 0.665 -0.027 1.328
H -0.98572 -4.24521 -2.39807 0.946 -0.399 -0.840
H -0.54760 -6.45552 -1.82228 0.862 0.449 -0.843
H 0.30178 -6.81621 -3.39655 0.125 0.934 1.046
H 1.22602 -6.05547 -1.96432 -1.103 -0.074 -0.845
C -1.63615 7.46652 0.43792 -0.248 0.148 -0.071
C -1.75652 6.28654 1.38938 0.651 0.129 -0.327
C -0.48890 6.10601 2.20985 -0.031 -0.119 0.272
O -2.01258 5.09737 0.64234 -0.196 -0.054 0.085
H -0.81632 7.31346 -0.27092 0.066 -0.009 0.132
H -2.54872 7.57770 -0.15254 0.025 0.006 0.102
H -1.45688 8.39636 0.98255 0.018 -0.035 -0.055
H -2.60793 6.43862 2.05728 -0.037 -0.193 -0.124
H 0.36995 5.90662 1.56118 -0.049 0.132 -0.052
H -0.58504 5.24873 2.88072 -0.049 0.090 -0.007
H -0.27524 6.99513 2.80748 0.033 -0.050 -0.036
H -1.26504 4.95289 0.04767 -0.092 0.066 0.078

---

5.
50
Properties=species:S:1:pos:R:3:forces:R:3 method="wB97M-V/def2-TZVPD" homo_lumo_gap_ev="6.324 / 6.665" e_homo_ev="-19.06 / -18.96" e_tot_ha=-1775.0661 s_squared=0.77 relative_energy_kj_mol=37.8 multiplicity=2 charge=+3
Re 0.39254 0.32725 -0.03847 0.063 0.574 -0.182
O -0.46569 4.15029 0.94112 -0.062 -0.003 -0.077
C -0.17492 3.00532 1.00230 0.181 0.049 0.072
N 0.53336 2.25010 -0.00999 -0.057 -0.489 -0.071
C 1.39664 2.92363 -0.97449 -0.092 0.108 0.037
O 1.45259 4.09513 -1.11906 0.011 0.006 0.046
C 2.17715 1.91653 -1.75175 -0.078 -0.132 0.074
C 3.11574 2.31196 -2.66852 -0.001 0.051 0.012
C 3.86901 1.33200 -3.31184 0.032 -0.020 -0.032
C 3.64806 -0.00140 -2.99861 0.035 -0.006 -0.017
C 2.68219 -0.32747 -2.06940 -0.124 0.055 0.046
N 1.92609 0.60896 -1.45198 0.168 -0.024 -0.115
C -0.47888 2.09696 2.15456 -0.005 -0.058 -0.107
C -0.96076 2.57857 3.34618 0.013 0.038 0.002
C -1.17761 1.67569 4.38476 0.004 -0.009 0.019
C -0.91372 0.32941 4.17109 0.006 0.007 0.017
C -0.44690 -0.08294 2.93795 -0.004 0.105 -0.034
N -0.23051 0.78370 1.92763 -0.150 -0.145 0.145
H 3.25732 3.36917 -2.85472 0.006 -0.004 0.002
H 4.62514 1.60974 -4.03534 -0.003 0.000 -0.003
H 4.22131 -0.78938 -3.46739 0.001 0.000 0.001
H 2.48047 -1.35414 -1.81200 0.006 -0.002 0.016
H -1.14136 3.64131 3.45060 0.004 -0.004 0.008
H -1.53596 2.02091 5.34636 -0.008 -0.001 -0.004
H -1.06127 -0.40184 4.95418 -0.003 0.000 0.000
H -0.24122 -1.12287 2.74256 0.023 -0.032 0.008
C -2.21942 0.56331 -2.37079 -0.030 0.002 0.002
P -1.93301 -0.07389 -0.71410 0.125 0.081 0.113
C -3.08965 0.72689 0.41153 -0.034 -0.042 -0.019
C -2.24031 -1.87467 -0.69254 0.006 -0.004 0.029
C -1.42646 -2.58564 0.39410 -0.029 0.005 0.009
P 0.35186 -2.21824 0.14925 0.038 -0.100 0.039
C 0.77241 -3.23191 -1.30155 -0.007 -0.016 0.008
C 1.29943 -2.96879 1.51105 -0.023 -0.023 -0.025
H -3.23960 0.30169 -2.66625 0.005 0.012 -0.016
H -1.52454 0.12498 -3.08775 0.003 -0.006 0.004
H -2.11935 1.64953 -2.37782 -0.008 0.000 -0.006
H -4.09513 0.53240 0.02766 -0.011 0.021 0.028
H -2.92697 1.80460 0.43009 -0.002 0.009 -0.012
H -3.00644 0.31700 1.41765 -0.013 0.000 -0.002
H -2.00962 -2.26454 -1.68675 0.007 0.002 -0.002
H -3.31575 -2.01045 -0.54461 0.010 -0.017 -0.004
H -1.58967 -3.66442 0.34896 -0.021 0.002 -0.001
H -1.73184 -2.25743 1.39092 -0.001 -0.006 -0.019
H 0.38557 -4.23977 -1.13558 0.003 -0.002 -0.019
H 1.85249 -3.31440 -1.41979 0.002 0.011 0.019
H 0.34428 -2.83881 -2.22376 -0.001 -0.002 0.002
H 0.75052 -3.82614 1.90559 0.018 -0.013 -0.015
H 1.50962 -2.27329 2.31975 -0.005 0.007 0.029
H 2.25278 -3.32456 1.11903 0.003 0.018 -0.002

---

6.
15
Properties=species:S:1:pos:R:3:forces:R:3 method="wB97M-V/def2-TZVPD" homo_lumo_gap_ev=9.955 e_homo_ev=-9.15 e_tot_ha=-341.7810 relative_energy_kj_mol=584.6 charge=0
N 0.59397 0.09122 -2.43262 0.102 0.234 0.024
C 0.05795 1.07971 -1.73864 -0.034 0.438 -0.289
O -0.19205 2.23798 -1.84148 0.122 -0.527 0.068
C -0.88086 0.24087 -0.30718 -0.155 0.010 0.260
N 0.07552 -0.65575 0.28621 -0.057 -0.002 -0.114
C -0.07722 -1.01209 1.68593 -0.130 -0.121 0.200
C 0.99302 -0.07839 1.25264 0.212 0.150 0.063
H -0.64217 -0.06442 -1.71621 -0.092 -0.166 0.085
H 0.86647 -0.66835 -1.79990 -0.097 0.067 -0.024
H -1.08415 1.17462 0.23170 0.080 -0.137 -0.084
H -1.84044 -0.27763 -0.46029 0.123 0.064 -0.033
H -0.92140 -0.58948 2.22925 0.128 -0.036 -0.105
H 0.16340 -2.04353 1.93099 -0.037 0.177 -0.029
H 0.86275 0.97684 1.49372 0.005 -0.171 -0.052
H 2.02521 -0.41159 1.18588 -0.169 0.020 0.030